Entry from OMol25: a molecular structure, C35H41N6O4SV at a distorted geometry (the ωB97M-V functional and the def2-TZVPD basis).

Last column: Löwdin charge in e.
CARTESIAN COORDINATES (ANGSTROEM)
1 V 0.825 1.293 -0.197  0.874
2 O 0.703 1.859 3.665  0.124
3 C 1.016 1.896 2.495  -0.452
4 N 0.218 2.051 1.399  -0.037
5 C -1.114 2.281 1.564  -0.441
6 O -1.748 2.411 2.591  0.119
7 C -1.755 2.318 0.214  -0.171
8 C -3.052 2.767 0.020  0.024
9 C -3.579 2.762 -1.261  -0.009
10 C -2.789 2.250 -2.287  -0.015
11 C -1.519 1.789 -2.002  -0.085
12 N -0.982 1.834 -0.777  0.022
13 C 2.431 1.716 2.039  -0.193
14 C 3.489 1.712 2.935  0.039
15 C 4.771 1.527 2.446  -0.012
16 C 4.930 1.320 1.081  -0.016
17 C 3.812 1.306 0.264  -0.077
18 N 2.578 1.511 0.725  -0.008
19 H -3.606 3.126 0.875  0.134
20 H -4.571 3.137 -1.458  0.121
21 H -3.158 2.211 -3.300  0.118
22 H -0.898 1.350 -2.772  0.101
23 H 3.274 1.857 3.982  0.132
24 H 5.623 1.540 3.108  0.120
25 H 5.911 1.169 0.654  0.117
26 H 3.901 1.114 -0.797  0.102
27 C 0.152 1.080 -5.657  -0.049
28 O 1.210 1.202 -4.734  -0.089
29 C 1.290 2.312 -3.950  -0.220
30 C 0.365 3.349 -3.963  -0.037
31 C 0.522 4.460 -3.152  -0.078
32 C 1.621 4.561 -2.315  -0.081
33 C 2.558 3.544 -2.293  -0.036
34 C 2.410 2.408 -3.093  -0.190
35 N 3.452 1.478 -3.123  0.063
36 C 3.419 0.160 -3.437  -0.058
37 C 2.370 -0.735 -3.241  -0.151
38 C 2.411 -1.998 -3.895  -0.028
39 C 1.379 -2.888 -3.830  -0.078
40 C 0.220 -2.574 -3.104  -0.074
41 C 0.166 -1.407 -2.388  -0.025
42 C 1.236 -0.487 -2.385  -0.300
43 O 1.190 0.487 -1.539  -0.224
44 H 0.311 0.127 -6.158  0.105
45 H 0.165 1.889 -6.391  0.103
46 H -0.819 1.058 -5.152  0.088
47 H -0.482 3.314 -4.630  0.112
48 H -0.209 5.253 -3.192  0.111
49 H 1.766 5.445 -1.713  0.109
50 H 3.442 3.641 -1.677  0.114
51 H 4.373 1.897 -3.058  0.155
52 H 4.331 -0.216 -3.881  0.130
53 H 3.286 -2.231 -4.479  0.114
54 H 1.444 -3.836 -4.341  0.107
55 H -0.612 -3.260 -3.082  0.105
56 H -0.696 -1.159 -1.778  0.098
57 C -4.608 -3.913 1.127  -0.103
58 C -3.878 -2.606 0.846  -0.267
59 C -3.776 -1.728 2.093  -0.188
60 C -3.123 -0.374 1.794  -0.178
61 N -1.748 -0.495 1.343  0.002
62 C -0.688 -0.801 2.115  -0.751
63 S 0.787 -1.096 1.328  0.800
64 N -0.824 -0.878 3.427  0.054
65 C 0.245 -1.197 4.349  -0.197
66 C 0.578 -2.688 4.309  -0.211
67 C -0.602 -3.582 4.676  -0.265
68 C -0.214 -5.054 4.595  -0.107
69 H -4.680 -4.508 0.221  0.073
70 H -5.615 -3.723 1.491  0.076
71 H -4.078 -4.495 1.874  0.073
72 H -4.408 -2.057 0.065  0.109
73 H -2.873 -2.831 0.477  0.105
74 H -3.207 -2.261 2.856  0.096
75 H -4.772 -1.538 2.498  0.123
76 H -3.158 0.287 2.666  0.117
77 H -3.673 0.122 0.992  0.121
78 H -1.597 -0.610 0.348  0.104
79 H -1.711 -0.614 3.831  0.148
80 H -0.080 -0.892 5.343  0.135
81 H 1.130 -0.617 4.080  0.094
82 H 1.406 -2.878 4.990  0.121
83 H 0.910 -2.940 3.301  0.071
84 H -1.432 -3.392 3.989  0.087
85 H -0.948 -3.352 5.686  0.112
86 H 0.112 -5.302 3.589  0.074
87 H -1.055 -5.694 4.848  0.071
88 H 0.600 -5.273 5.281  0.075

The calculation puts the total energy at -3329.8621 Ha. As for the charge: +1. The value obtained for the HOMO energy (alpha / beta) is -8.415 / -10.837 eV. As for the multiplicity: 4. The HOMO-LUMO gap (alpha / beta) is 5.20 / 7.59 eV.